(1)
{"formula": "C5H12CsNO2P", "method": "ωB97M-V/def2-TZVPD", "gap_ev": 7.6, "lumo_energy_ev": -3.9, "energy_ev": -20792.4105, "homo_energy_ev": -11.5, "total_charge": 1, "elements": ["C", "C", "P", "C", "C", "N", "C", "O", "O", "H", "H", "H", "H", "H", "H", "H", "H", "H", "H", "H", "H", "Cs"], "xyz": [[-0.866396, 1.746046, -0.030396], [-0.920503, 0.372720, -0.890715], [0.240740, -0.940769, -0.322202], [-0.388646, -1.650167, 1.239576], [-1.289245, -0.784679, 2.103449], [1.809586, -0.231596, -0.095796], [2.696894, -0.736685, -1.077071], [3.118133, -1.849583, -1.025117], [3.042867, 0.152026, -2.051777], [-0.200205, 1.660020, 0.800422], [-0.554442, 2.594554, -0.708674], [-1.899138, 1.968620, 0.284241], [-1.947810, 0.003903, -0.896716], [-0.619396, 0.633632, -1.930413], [-0.936383, -2.516720, 0.935366], [0.454897, -2.002013, 1.795282], [-0.742191, -0.104009, 2.720306], [-1.810392, -1.426848, 2.787569], [-2.046013, -0.267197, 1.542945], [1.804553, 0.781792, -0.093659], [2.503715, -0.080340, -2.805243], [-1.450626, 2.677294, -2.281375]], "forces_ev_per_a": [[0.2, -0.9, 0.1], [1.2, 1.6, 1.4], [0.3, -2.3, -1.3], [-0.4, 1.6, 0.0], [0.1, -0.6, 0.2], [-0.9, 0.9, -0.2], [0.5, -1.1, 0.8], [-0.2, 0.3, -0.2], [-0.1, 0.7, 0.3], [0.2, -0.1, 0.7], [1.8, -1.8, 5.3], [0.5, 0.2, 0.3], [0.2, -0.3, -0.1], [0.2, -1.6, 0.9], [-0.3, -0.6, -0.4], [0.7, -0.2, 0.3], [0.4, 0.7, 0.2], [-0.4, -0.3, 0.4], [-0.3, 0.3, -0.3], [0.2, 0.1, 0.2], [0.0, -0.1, -0.8], [-3.9, 3.4, -7.8]], "lowdin_charge": [-0.393, -0.532, 0.969, -0.376, -0.140, -0.104, -0.673, 0.143, 0.086, 0.065, -0.204, 0.069, 0.080, -0.068, 0.065, 0.082, 0.071, 0.074, 0.049, 0.083, 0.109, 1.546]}



(2)
{"formula": "C5H12CuN4O2Se3Te", "method": "ωB97M-V/def2-TZVPD", "e_above_lowest_kj_mol": 109.3, "gap_ev": 5.5, "lumo_energy_ev": 2.5, "energy_ev": -263408.8036, "homo_energy_ev": -3.0, "total_charge": -1, "elements": ["Cu", "Se", "Se", "Te", "Se", "C", "O", "C", "O", "N", "N", "H", "H", "H", "H", "H", "H", "C", "N", "C", "C", "N", "H", "H", "H", "H", "H", "H"], "xyz": [[0.198430, -0.758461, 1.454289], [0.669714, -2.795925, 2.673040], [1.870398, -3.704897, 0.861476], [0.840718, -3.193910, -1.372169], [1.576390, -0.920660, -2.125857], [-4.830360, -0.294844, -0.078230], [-3.839890, -1.302808, 0.090668], [-2.541582, -0.942374, 0.211017], [-1.720607, -1.710883, 0.628465], [-2.252863, 0.354784, -0.159152], [-0.889060, 0.669699, -0.050924], [-5.785995, -0.808567, -0.028905], [-4.755395, 0.199908, -1.049986], [-4.770935, 0.451387, 0.713801], [-2.737310, 0.707302, -0.972048], [-0.775244, 1.669980, 0.020057], [-0.334164, 0.290869, -0.827994], [4.613025, -1.213691, 0.158069], [4.057361, 0.127228, 0.336394], [4.635747, 1.178137, -0.485441], [2.819937, 0.288801, 0.767106], [1.756428, 0.456601, 1.196312], [5.689607, -1.161721, 0.338122], [4.411797, -1.582207, -0.849864], [4.155459, -1.899012, 0.866004], [5.695330, 1.271673, -0.244334], [4.139790, 2.123908, -0.279174], [4.530883, 0.941591, -1.548468]], "forces_ev_per_a": [[0.0, -0.5, 0.2], [-0.1, 0.2, 0.0], [0.2, 0.0, 0.1], [-0.1, 0.0, -0.1], [-0.1, 0.1, 0.0], [0.0, -0.1, 0.0], [-0.1, 0.0, -0.1], [0.1, 0.0, -0.1], [-0.6, -0.1, 0.0], [0.0, 0.2, 0.0], [-0.1, -0.1, 0.0], [0.0, 0.0, 0.0], [0.0, 0.0, 0.0], [0.0, 0.0, 0.0], [0.0, -0.1, -0.1], [0.0, 0.0, 0.1], [0.2, 0.0, -0.2], [-0.1, 0.0, 0.1], [0.1, 0.2, 0.2], [-0.1, -0.1, -0.1], [0.0, -0.1, -0.1], [0.6, 0.3, 0.1], [0.0, 0.0, 0.0], [0.0, 0.0, 0.0], [-0.1, 0.0, 0.0], [0.0, 0.0, 0.0], [0.0, 0.0, 0.0], [-0.1, 0.0, 0.0]], "lowdin_charge": [-0.110, -0.074, -0.312, 0.117, -0.372, -0.077, -0.012, -0.553, 0.015, 0.005, 0.009, 0.090, 0.082, 0.094, 0.128, 0.092, -0.036, -0.071, -0.199, -0.064, -0.306, 0.128, 0.082, 0.062, 0.036, 0.080, 0.087, 0.080]}



(3)
{"formula": "C5H12DyMgO3", "method": "ωB97M-V/def2-TZVPD", "e_above_lowest_kj_mol": 0.0, "multiplicity": 6, "gap_ev": [7.6, 5.5], "lumo_energy_ev": [-3.3, -3.4], "energy_ev": -41043.6185, "homo_energy_ev": [-10.9, -9.0], "total_charge": 1, "elements": ["O", "Mg", "C", "O", "C", "C", "C", "O", "C", "Dy", "H", "H", "H", "H", "H", "H", "H", "H", "H", "H", "H", "H"], "xyz": [[3.069986, 1.829385, -1.075425], [4.774323, 1.328123, -1.743245], [-1.498103, 2.323642, -0.964485], [-0.795448, 1.310299, -0.252754], [-1.547670, 0.704380, 0.802669], [-0.676989, -0.247235, 1.596296], [-0.245137, -1.506261, 0.873135], [0.734496, -1.204805, -0.127805], [1.429117, -2.344676, -0.624661], [1.174967, 0.749020, -1.092910], [-0.765958, 2.865051, -1.573778], [-2.253449, 1.860796, -1.613349], [-1.975458, 3.012002, -0.253134], [-2.405458, 0.181262, 0.351505], [-1.923931, 1.506246, 1.453190], [-1.263933, -0.563273, 2.470637], [0.215007, 0.281107, 2.038230], [-1.090365, -2.004172, 0.371606], [0.203121, -2.206286, 1.591168], [2.313225, -1.980113, -1.160837], [1.770279, -2.973769, 0.208848], [0.757382, -2.920728, -1.274906]], "forces_ev_per_a": [[-0.8, -1.5, -0.5], [-0.8, 0.4, 0.4], [-0.5, 0.2, -0.1], [-1.1, 0.2, 0.8], [-0.4, 0.1, 0.2], [0.5, 0.3, 0.6], [-0.2, -0.4, 0.1], [-0.3, -1.0, 0.9], [0.1, -0.6, 0.0], [3.9, 2.2, -1.5], [-0.2, 0.0, 0.1], [0.1, 0.2, 0.1], [0.2, -0.1, -0.3], [0.1, 0.1, 0.2], [0.0, -0.2, -0.1], [0.1, 0.0, -0.2], [-0.7, -0.4, -0.5], [0.1, 0.1, 0.2], [-0.1, 0.1, -0.2], [-0.2, -0.2, -0.1], [-0.1, 0.2, -0.2], [0.3, 0.1, 0.1]], "lowdin_charge": [-1.080, 0.670, -0.062, -0.445, -0.181, -0.135, -0.180, -0.443, -0.061, 1.409, 0.092, 0.112, 0.114, 0.148, 0.143, 0.143, 0.152, 0.149, 0.141, 0.088, 0.112, 0.113]}



(4)
{"formula": "C5H12FN2O7PS", "method": "ωB97M-V/def2-TZVPD", "gap_ev": 10.2, "lumo_energy_ev": 0.5, "energy_ev": -45534.9334, "homo_energy_ev": -9.7, "elements": ["C", "C", "F", "C", "O", "S", "O", "O", "O", "C", "P", "O", "O", "H", "H", "H", "H", "H", "H", "H", "H", "C", "O", "N", "N", "H", "H", "H", "H"], "xyz": [[2.082781, 0.988762, -0.872991], [0.995320, 0.314403, -1.683372], [0.610373, -0.883230, -1.061423], [-0.313070, 1.104082, -1.952370], [-0.135060, 2.518437, -1.674958], [-0.751378, 2.925951, -0.259182], [0.262784, 3.364322, 0.626837], [-1.913208, 3.706569, -0.498335], [-1.172750, 1.440319, 0.159919], [-1.515141, 0.760540, -1.075558], [-2.087722, -1.013744, -0.839674], [-2.104008, -1.061092, 0.788546], [-3.637447, -0.601412, -1.259377], [2.557528, 0.209775, -0.275535], [1.715108, 1.734354, -0.175948], [2.811804, 1.446969, -1.539062], [1.398286, 0.028416, -2.656130], [-0.571494, 1.032439, -3.007436], [-2.377537, 1.293135, -1.486622], [-1.999719, -0.207519, 1.232035], [-4.237469, -1.328342, -1.065781], [1.583443, -1.836019, 2.131155], [2.231611, -0.903329, 1.687262], [0.948094, -2.734013, 1.323649], [1.436429, -2.044066, 3.475450], [0.395138, -3.493288, 1.671270], [0.994747, -2.569634, 0.334987], [1.891053, -1.395588, 4.090001], [0.901502, -2.797199, 3.862643]], "forces_ev_per_a": [[-0.1, -0.2, 0.1], [0.0, 0.2, -0.2], [0.1, -0.1, 0.0], [0.1, 0.0, 0.1], [0.2, -0.1, 0.0], [-0.1, -0.1, 0.0], [-0.1, 0.1, 0.0], [0.1, 0.0, 0.1], [-0.1, -0.1, 0.1], [0.0, 0.3, -0.2], [-0.1, -0.2, 0.1], [0.1, 0.0, -0.1], [0.1, 0.2, 0.3], [0.1, 0.0, -0.1], [0.0, 0.0, 0.0], [0.0, 0.1, 0.0], [0.0, -0.2, 0.0], [-0.1, 0.1, 0.0], [-0.1, -0.1, -0.1], [-0.1, 0.0, 0.0], [-0.1, -0.1, -0.2], [-0.1, 0.0, -0.1], [0.1, 0.0, 0.1], [0.2, -0.1, 0.0], [0.0, 0.0, 0.0], [0.0, 0.0, 0.0], [0.0, 0.0, 0.0], [0.0, 0.0, 0.0], [0.0, 0.0, 0.0]], "lowdin_charge": [-0.002, -0.277, -0.083, -0.223, -0.161, 0.607, -0.207, -0.206, -0.208, -0.359, 0.892, -0.271, -0.289, 0.071, 0.062, 0.093, 0.144, 0.161, 0.122, 0.059, 0.047, -0.671, 0.024, 0.160, 0.149, 0.095, 0.082, 0.101, 0.090]}